{
  "formula": "C5H5NO",
  "method": "ωB97M-V/def2-TZVPD",
  "species": ["O", "C", "C", "C", "C", "C", "N", "H", "H", "H", "H", "H"],
  "xyz": [[-1.42371, 0.71232, -0.01045], [-0.93882, -1.13431, 0.13666], [0.32302, -0.70093, -0.40010], [-0.03108, 0.95736, -0.29563], [0.53700, 2.07645, -0.29938], [1.49839, -0.98669, 0.40485], [2.43318, -1.21801, 1.04621], [-1.75126, 1.44656, 0.55395], [-1.03922, -1.33617, 1.19793], [-1.72271, -1.50250, -0.51336], [0.48220, -0.94161, -1.45168], [1.48683, 2.55677, -0.45041]],
  "lowdin_charge": [-0.045, 0.095, -0.263, -0.382, 0.128, -0.203, 0.155, 0.137, 0.108, 0.099, 0.145, 0.025],
  "de_lowest_kcal_mol": 141.8,
  "max_force_ev_per_a": 1.1,
  "gap_ha": [0.2545, 0.2965],
  "e_tot_ha": -323.2937
}

{
  "formula": "C14H18Cl2N2Ru",
  "method": "ωB97M-V/def2-TZVPD",
  "species": ["Ru", "Cl", "Cl", "C", "H", "H", "C", "C", "H", "C", "H", "C", "H", "H", "C", "H", "H", "C", "H", "H", "H", "H", "N", "C", "N", "C", "C", "C", "C", "C", "C", "H", "H", "H", "H", "H", "H"],
  "xyz": [[0.08173, -0.01690, 0.82575], [-1.16741, -1.82672, 1.42877], [-1.34893, 1.32982, 2.09565], [-0.77914, -0.74173, -4.04865], [-0.99926, 0.21563, -4.56487], [-1.62210, -1.35404, -3.73119], [1.71712, -0.89292, 0.81119], [0.43440, -1.22803, -4.01257], [2.62708, -0.21319, 0.71433], [0.92169, -2.43225, -3.21193], [1.26474, -0.65938, -4.41119], [0.41879, -2.73121, -1.72923], [0.65347, -3.32568, -3.78278], [2.01886, -2.33196, -3.23645], [1.39602, -3.22136, -0.65933], [-0.11234, -1.88813, -1.28372], [-0.41512, -3.47547, -1.82102], [2.06907, -2.32220, 0.42999], [0.84801, -4.02918, -0.16875], [2.18344, -3.74022, -1.21266], [1.99213, -2.86679, 1.38089], [3.11112, -2.28691, 0.12459], [1.62386, 3.46832, -0.77587], [1.05256, 2.24536, -0.85028], [1.03439, 1.71210, 0.35456], [1.58142, 2.59323, 1.28702], [1.66212, 2.54421, 2.67405], [2.11677, 3.71033, 3.32119], [2.49115, 4.85013, 2.58486], [2.40799, 4.86444, 1.18260], [1.96215, 3.72331, 0.56177], [1.75990, 4.10746, -1.54948], [0.70759, 1.72898, -1.74456], [1.34952, 1.63356, 3.17677], [2.18477, 3.73614, 4.41311], [2.84666, 5.73310, 3.11861], [2.65813, 5.72799, 0.56434]],
  "lowdin_charge": [0.849, -0.140, -0.206, -0.025, 0.060, 0.063, -0.368, -0.211, 0.044, -0.188, 0.083, -0.222, 0.096, 0.096, -0.239, 0.034, 0.110, -0.312, 0.088, 0.092, 0.087, 0.076, 0.078, -0.272, -0.207, -0.283, -0.111, -0.134, -0.158, -0.093, -0.219, 0.144, 0.082, 0.062, 0.085, 0.076, 0.085],
  "multiplicity": 6,
  "de_lowest_kcal_mol": 0.0,
  "max_force_ev_per_a": 3.6,
  "gap_ha": [0.1358, 0.2492],
  "e_tot_ha": -1668.9347,
  "s_squared": 8.791,
  "charge": -1
}

{
  "formula": "C21H29BrN3O2",
  "method": "ωB97M-V/def2-TZVPD",
  "species": ["C", "N", "C", "C", "O", "C", "C", "C", "C", "C", "Br", "C", "C", "O", "C", "C", "C", "C", "C", "C", "N", "C", "C", "C", "C", "C", "N", "H", "H", "H", "H", "H", "H", "H", "H", "H", "H", "H", "H", "H", "H", "H", "H", "H", "H", "H", "H", "H", "H", "H", "H", "H", "H", "H", "H", "H"],
  "xyz": [[1.00447, -4.41997, 1.17158], [2.37803, -3.92452, 1.01355], [2.69460, -3.76104, -0.40125], [2.60759, -2.72085, 1.75277], [3.33005, -2.70513, 2.69057], [1.94513, -1.40763, 1.29088], [0.54684, -1.25515, 1.81680], [0.29675, -1.68460, 3.11180], [-0.94428, -1.54241, 3.68101], [-1.95462, -0.96326, 2.93004], [-3.62689, -0.79390, 3.78454], [-1.70666, -0.54563, 1.62314], [-2.83209, 0.03125, 0.80176], [-2.57380, 1.33387, 0.26978], [-3.28096, 1.53117, -0.91931], [-4.66855, 1.44419, -0.92387], [-5.38915, 1.61203, -2.09877], [-4.73581, 1.87843, -3.30090], [-3.35308, 2.00058, -3.28450], [-2.62857, 1.82859, -2.10674], [-0.45499, -0.68315, 1.10392], [-0.15558, -0.15931, -0.24827], [0.40590, 1.27882, -0.15962], [1.93208, 1.41923, -0.29323], [2.34988, 2.84469, -0.68193], [3.64287, 2.80989, -1.51223], [4.15509, 4.12909, -1.86697], [0.59215, -4.17508, 2.14343], [1.03391, -5.50632, 1.12033], [0.33586, -4.09620, 0.36746], [1.99138, -3.11305, -0.94142], [2.61910, -4.73615, -0.87517], [3.71305, -3.41865, -0.55520], [2.02665, -1.38606, 0.21238], [2.56472, -0.61660, 1.69835], [1.08672, -2.11355, 3.70501], [-1.12699, -1.88389, 4.68644], [-3.00945, -0.64370, -0.04133], [-3.74476, 0.05371, 1.37662], [-5.21774, 1.22558, -0.01938], [-6.46580, 1.53447, -2.09642], [-5.29350, 1.98965, -4.21472], [-2.82275, 2.23450, -4.19432], [-1.55945, 1.94450, -2.16473], [0.50174, -0.83710, -0.77418], [-1.07350, -0.12380, -0.82133], [0.12928, 1.67952, 0.81175], [-0.05926, 1.92902, -0.88639], [2.38129, 0.67896, -0.95521], [2.35981, 1.25815, 0.69480], [2.49296, 3.43906, 0.21752], [1.56851, 3.33740, -1.26385], [4.38579, 2.27272, -0.93038], [3.40415, 2.25598, -2.41924], [3.40533, 4.79707, -1.97059], [4.79655, 4.44455, -1.15482]],
  "lowdin_charge": [-0.057, -0.154, -0.074, -0.447, 0.176, -0.018, -0.125, 0.026, -0.047, -0.557, 0.899, -0.128, -0.144, -0.058, -0.274, -0.013, -0.058, -0.068, -0.063, -0.011, 0.079, -0.066, -0.134, -0.206, -0.203, -0.295, -0.001, 0.082, 0.097, 0.088, 0.077, 0.099, 0.103, 0.087, 0.138, 0.137, 0.123, 0.155, 0.064, 0.120, 0.111, 0.107, 0.109, 0.095, 0.120, 0.111, 0.130, 0.083, 0.112, 0.098, 0.116, 0.109, 0.115, 0.107, 0.063, 0.065],
  "max_force_ev_per_a": 1.2,
  "gap_ha": 0.2609,
  "e_tot_ha": -3706.0842,
  "smiles": "CN(C)C(=O)Cc1ccc(Br)c(COc2ccccc2)[n+]1CCCCCN",
  "charge": 1
}

{
  "formula": "C35H37CeN4S",
  "method": "ωB97M-V/def2-TZVPD",
  "species": ["Ce", "N", "C", "C", "C", "C", "C", "C", "C", "C", "C", "C", "C", "C", "H", "H", "H", "H", "H", "H", "H", "H", "H", "H", "C", "C", "C", "C", "C", "C", "C", "C", "N", "C", "C", "C", "C", "N", "C", "C", "C", "C", "C", "C", "C", "C", "H", "H", "H", "H", "H", "H", "H", "H", "H", "H", "H", "H", "H", "H", "H", "H", "H", "H", "H", "H", "H", "H", "H", "H", "S", "C", "C", "N", "C", "H", "H", "H"],
  "xyz": [[0.22662, -0.30184, -0.35937], [-0.67297, -0.29921, -2.80377], [-0.50281, -1.50809, -3.61716], [-0.17735, -1.32527, -4.95012], [-0.06852, -2.41009, -5.80834], [-0.31568, -3.69279, -5.32791], [-0.64938, -3.87384, -4.00058], [-0.73040, -2.79482, -3.09937], [-0.99489, -3.13689, -1.68262], [-1.92775, -4.14439, -1.37170], [-1.91316, -4.74868, -0.13143], [-0.98084, -4.36297, 0.85806], [-0.11412, -3.31453, 0.60951], [-0.21444, -2.66724, -0.61672], [-0.26207, 0.46689, -3.33937], [-1.66138, -0.05293, -2.74601], [-0.04230, -0.32065, -5.33737], [0.18453, -2.25001, -6.84905], [-0.24083, -4.54946, -5.98462], [-0.80144, -4.88091, -3.63120], [-2.58458, -4.50920, -2.15308], [-2.58991, -5.57170, 0.06496], [-0.95975, -4.85320, 1.82419], [0.57172, -2.99850, 1.39012], [3.17341, -0.36770, 3.31125], [1.88778, -1.07921, 3.66337], [1.91135, -2.10703, 4.60183], [0.75542, -2.78654, 4.95351], [-0.44997, -2.46738, 4.34512], [-0.51651, -1.46820, 3.38201], [-1.81471, -1.15483, 2.69023], [0.65358, -0.77316, 3.07618], [0.62694, 0.28121, 2.06588], [0.82214, 1.50052, 2.41716], [0.78568, 2.01187, 3.81243], [1.10739, 2.50816, 1.29197], [1.80249, 3.77037, 1.65930], [0.81362, 2.13524, 0.10764], [1.00286, 2.97966, -1.05820], [0.17347, 4.08295, -1.28027], [-0.92199, 4.49066, -0.32841], [0.39673, 4.82228, -2.43920], [1.39875, 4.48159, -3.33556], [2.20264, 3.37962, -3.09192], [2.01274, 2.60978, -1.95080], [2.93816, 1.45451, -1.67062], [4.03003, -0.95334, 3.63865], [3.26114, 0.60616, 3.79942], [3.28849, -0.20797, 2.23619], [2.85320, -2.36913, 5.06876], [0.79486, -3.56741, 5.70162], [-1.35436, -2.99710, 4.62193], [-2.61395, -1.80468, 3.04318], [-1.73356, -1.34237, 1.61319], [-2.13204, -0.12040, 2.83518], [0.43550, 1.25638, 4.50943], [0.12875, 2.88525, 3.85014], [1.77169, 2.35863, 4.13359], [2.71599, 3.51882, 2.20640], [1.19404, 4.37448, 2.33673], [2.05562, 4.36162, 0.78375], [-1.66795, 3.70174, -0.22091], [-1.43989, 5.37092, -0.70319], [-0.54937, 4.74477, 0.66711], [-0.22361, 5.68890, -2.63391], [1.56164, 5.08353, -4.22007], [2.99881, 3.12332, -3.78091], [3.62498, 1.28312, -2.49657], [2.39349, 0.50399, -1.58561], [3.52443, 1.57051, -0.75740], [-4.53321, 1.31924, 0.47072], [-4.54207, -0.05385, -0.53671], [-3.27327, -0.44345, -0.79945], [-2.29645, 0.35082, -0.21490], [-2.85521, 1.31451, 0.49083], [-5.46363, -0.50418, -0.87574], [-3.00186, -1.30771, -1.38744], [-2.29249, 2.05087, 1.04604]],
  "lowdin_charge": [1.551, 0.018, -0.227, -0.015, -0.023, -0.023, 0.004, -0.123, -0.195, -0.005, 0.002, -0.017, -0.100, -0.179, 0.109, 0.100, 0.125, 0.128, 0.129, 0.130, 0.138, 0.131, 0.128, 0.114, -0.009, -0.198, -0.003, -0.017, -0.013, -0.227, -0.013, -0.217, 0.020, -0.217, 0.034, -0.211, 0.036, 0.022, -0.204, -0.193, -0.002, 0.002, -0.016, -0.009, -0.217, -0.007, 0.099, 0.085, 0.076, 0.132, 0.128, 0.130, 0.107, 0.042, 0.087, 0.110, 0.116, 0.113, 0.121, 0.114, 0.108, 0.059, 0.100, 0.082, 0.132, 0.130, 0.131, 0.110, 0.024, 0.106, 1.173, -0.309, -0.217, -0.146, -0.482, 0.102, 0.111, 0.081],
  "max_force_ev_per_a": 1.3,
  "gap_ha": [0.2110, 0.2109],
  "e_tot_ha": -2447.3114,
  "charge": 3
}